A 2-piece molecular cluster, C4H10OS overall, computed with ωB97M-V/def2-TZVPD.

As for the SMILES: C=CO.CCS. As for the HOMO energy: -8.652 eV. The value obtained for the LUMO energy is 0.779 eV. As for the energy relative to the best compared isomer or geometry (same formula, charge and spin): 36.24 kcal/mol. Its total energy is -17191.2538 eV. For the gap between HOMO and LUMO, the calculation gives 9.4 eV.

Geometry as XYZ:
```
16
C4H10OS ωB97M-V/def2-TZVPD
C -0.535 2.435 -1.351
C -1.352 1.902 -0.410
O -1.768 0.609 -0.536
H 0.022 3.318 -1.065
H -0.575 2.032 -2.353
H -1.529 2.412 0.526
H -1.352 0.342 -1.368
C 1.813 -1.820 0.790
C 0.506 -1.105 0.431
S -0.710 -1.366 1.715
H 2.057 -1.488 1.803
H 1.700 -2.900 0.674
H 2.590 -1.347 0.183
H 0.197 -1.290 -0.587
H 0.712 -0.029 0.509
H -1.776 -1.704 1.040
```

Here are the Mulliken charges for atoms 1 to 6, given in e: -0.77 0.07 -0.41 0.23 0.26 0.35